63
Properties=species:S:1:pos:R:3:forces:R:3 method="wB97M-V/def2-TZVPD" homo_ev=-7.70 homo_lumo_gap_ev=8.15 lumo_ev=0.45 de_lowest_kcal_mol=6.7 smiles="C[PH2](CCCNCc1ccccc1O)CCOC=O.O=C1OC[C@@H](F)O1.O=C1OC[C@@H](F)O1"
C -2.22003 1.23467 0.76279 0.6 -0.6 0.4
P -1.99771 -0.47497 0.02851 -0.5 0.7 -0.2
C -1.28600 0.16791 -1.61746 0.7 -0.3 0.0
C 0.24531 0.10233 -1.72220 -0.3 0.3 -0.4
C 0.81882 -1.31152 -1.74735 0.6 0.0 -0.3
N 2.29217 -1.33527 -1.85243 -0.1 0.0 0.1
C 2.92103 -2.09330 -0.79179 -0.1 -0.3 0.5
C 2.77405 -1.53519 0.62718 0.1 -0.1 -0.9
C 2.60691 -0.19817 0.86216 0.1 0.9 -1.0
C 2.46120 0.34566 2.11006 -0.2 1.1 0.2
C 2.47116 -0.47962 3.19949 -0.1 0.5 0.4
C 2.66625 -1.81539 2.98632 -0.2 -0.9 1.6
C 2.81978 -2.34460 1.73736 0.1 -0.8 -0.3
O 3.03036 -3.68122 1.53723 -0.1 -0.2 -0.1
C -2.79757 -1.29175 1.59740 -0.3 -0.5 0.2
C -1.92655 -2.38471 2.21218 -1.1 0.7 0.0
O -1.74866 -3.41021 1.21223 1.1 0.1 0.2
C -0.47221 -3.78385 1.00071 0.5 -1.4 -1.2
O -0.15025 -4.59647 0.15771 -0.7 1.1 1.0
H -1.82952 1.15838 1.78063 -0.1 0.1 0.0
H -1.62939 1.99073 0.25239 -0.3 0.0 -0.2
H -3.27884 1.47833 0.83758 0.0 0.1 -0.2
H -3.02779 -1.12260 -0.74074 0.0 0.1 0.2
H -0.78033 -1.12743 0.37703 0.1 0.2 0.0
H -1.58036 1.20652 -1.79310 -0.2 -0.1 0.1
H -1.70659 -0.40403 -2.44694 -0.1 -0.1 0.2
H 0.51908 0.55765 -2.68377 0.1 0.0 0.1
H 0.70102 0.75228 -0.96743 0.0 -0.3 0.2
H 0.55668 -1.92646 -0.88438 -0.2 0.2 0.0
H 0.42033 -1.81306 -2.63743 -0.2 0.0 0.2
H 2.65852 -0.39681 -1.93545 0.1 0.0 0.0
H 3.98847 -2.25925 -0.96674 -0.1 0.1 -0.3
H 2.46846 -3.08860 -0.78308 0.1 0.0 -0.1
H 2.59616 0.47207 0.01189 0.0 0.0 0.0
H 2.32034 1.41690 2.21211 0.0 -0.2 0.0
H 2.34386 -0.08098 4.19645 0.0 -0.1 0.1
H 2.67909 -2.47295 3.85294 0.1 -0.1 -0.1
H 2.68330 -4.18259 2.28144 0.1 0.0 0.1
H -3.73204 -1.77641 1.28779 0.1 0.1 -0.1
H -3.09859 -0.57763 2.37111 0.3 0.0 0.0
H -0.98345 -1.95931 2.56797 0.2 -0.3 -0.1
H -2.47433 -2.83289 3.04415 0.3 -0.1 0.1
H 0.29938 -3.32887 1.65116 -0.4 0.2 0.0
O -2.00929 0.75131 -4.55198 0.0 0.1 -0.2
C -3.03423 0.34286 -4.97612 0.2 0.1 0.2
O -3.63129 -0.80782 -4.56919 -0.1 0.2 -0.2
C -4.90728 -0.88281 -5.20873 -0.1 -0.4 0.1
C -4.70587 -0.00070 -6.41587 -0.3 0.3 0.1
F -5.85228 0.63047 -6.77144 0.1 0.0 -0.1
O -3.77706 0.95754 -5.94546 0.1 -0.5 0.0
H -5.67468 -0.49119 -4.53928 0.0 0.2 -0.1
H -5.15379 -1.90911 -5.46970 0.2 0.0 0.1
H -4.29089 -0.51241 -7.28621 -0.1 0.1 -0.1
O 2.11838 3.62263 1.22335 0.0 0.1 0.0
C 2.54765 4.29127 2.10039 0.0 -0.1 -0.3
O 3.73445 4.07512 2.72244 -0.2 0.2 0.1
C 3.95751 5.16648 3.61916 0.4 -0.2 0.2
C 2.55510 5.66861 3.85679 0.0 0.4 -0.2
F 2.53085 7.00756 4.06440 -0.1 0.0 0.0
O 1.91299 5.37870 2.62887 0.1 -0.4 0.3
H 4.58381 5.91582 3.13301 -0.2 0.1 0.0
H 4.44768 4.83046 4.52958 0.0 -0.2 -0.1
H 2.02672 5.16786 4.67030 0.0 0.1 0.0

60
Properties=species:S:1:pos:R:3:forces:R:3 method="wB97M-V/def2-TZVPD" homo_ev=-20.20 charge=+4 homo_lumo_gap_ev=5.73 lumo_ev=-14.47 de_lowest_kcal_mol=29.1
Ta -0.09535 0.05271 1.02846 -0.5 -0.6 0.0
N -1.08602 1.85568 2.53482 0.7 -0.9 -0.8
C -2.48813 1.57880 2.95434 -0.5 -0.1 -0.1
C -3.15899 0.73849 1.89660 -0.1 0.4 0.2
N -2.43187 -0.54343 1.68370 1.4 0.4 -0.4
C -2.46595 -1.38977 2.91851 0.2 -0.2 0.3
C -1.17045 -1.36598 3.70814 -0.3 0.1 0.0
N -0.01633 -1.63957 2.79681 0.2 0.4 -0.5
C -3.07755 -1.26429 0.55311 0.0 -0.3 -0.3
C -2.19587 -2.37240 0.02506 -0.4 0.0 0.1
N -0.91932 -1.78841 -0.46528 0.6 0.9 1.0
H -0.53869 2.09381 3.36187 0.1 0.0 0.0
H -1.07923 2.70622 1.96912 0.1 0.0 -0.1
H -3.05047 2.50653 3.07400 0.1 0.1 0.0
H -2.48997 1.08402 3.92296 0.1 0.1 0.0
H -3.17154 1.28805 0.95310 -0.1 -0.1 0.0
H -4.19481 0.53890 2.18533 0.0 -0.1 -0.1
H -2.68156 -2.41917 2.63417 0.0 0.0 0.0
H -3.28257 -1.06983 3.56873 -0.1 0.0 -0.1
H -1.23218 -2.12023 4.49476 0.1 0.0 0.0
H -0.99427 -0.40955 4.19978 0.0 0.0 0.0
H -0.07423 -2.62219 2.52283 0.1 0.0 -0.2
H 0.82643 -1.60558 3.37412 0.1 0.1 -0.1
H -3.27809 -0.54561 -0.24510 0.0 0.0 0.0
H -4.03666 -1.68393 0.86889 0.0 0.1 0.1
H -2.72825 -2.88228 -0.78010 0.1 -0.1 0.0
H -1.97058 -3.11626 0.78822 0.0 0.0 -0.1
H -1.09717 -1.35591 -1.37378 0.1 0.1 0.0
H -0.26206 -2.54618 -0.65223 0.1 0.1 0.0
C -2.63416 2.58499 -1.68197 -0.1 0.0 -0.1
C -1.49831 1.95014 -2.40951 0.3 -0.4 1.0
N -1.48240 2.02851 -3.72963 -0.2 0.2 -0.4
C -0.47681 1.58521 -4.44892 0.1 -0.1 0.3
C 0.69266 1.02660 -3.88340 0.1 0.0 0.0
C 1.77976 0.63030 -4.85496 -0.1 -0.2 -0.2
O 3.04617 0.47506 -4.26007 0.0 0.1 0.2
C 0.68380 0.83130 -2.50061 -0.3 0.0 0.4
C 1.83336 0.29596 -1.79659 0.3 0.1 -0.1
N 1.91302 -0.09251 -0.56411 -1.6 0.0 1.2
C 3.19576 -0.44028 -0.06165 0.5 -0.2 0.0
C 4.11195 -1.18697 -0.80730 -0.3 0.0 0.0
C 5.38749 -1.43220 -0.32349 0.1 0.0 0.1
C 5.78265 -0.94159 0.91360 -0.1 0.0 -0.1
C 4.89255 -0.19837 1.68237 0.0 0.1 0.2
C 3.63003 0.01213 1.17715 -0.3 0.2 0.1
I 2.27946 1.25275 2.32161 -0.4 -0.7 -0.7
C -0.45199 1.27128 -1.76033 -0.2 0.4 -2.3
O -0.46936 1.00558 -0.44776 -0.4 0.2 1.5
H -2.78052 3.59234 -2.07589 0.0 0.0 0.1
H -3.56669 2.05424 -1.89093 0.0 0.0 0.0
H -2.45858 2.64413 -0.60831 0.0 0.1 0.0
H -0.57621 1.68994 -5.52516 0.1 0.0 0.0
H 1.46450 -0.31993 -5.31099 0.0 0.1 -0.1
H 1.79687 1.37028 -5.65797 0.0 0.0 0.0
H 3.73439 0.82427 -4.83818 0.0 -0.1 -0.1
H 2.74117 0.29880 -2.40486 0.0 -0.1 0.1
H 3.80686 -1.58292 -1.76881 0.0 0.0 0.0
H 6.08300 -2.00892 -0.91894 0.0 0.0 0.0
H 6.77889 -1.12315 1.29461 0.0 0.0 0.0
H 5.20240 0.20039 2.64009 0.0 0.0 0.0

57
Properties=species:S:1:pos:R:3:forces:R:3 method="wB97M-V/def2-TZVPD" homo_ev=-8.35 homo_lumo_gap_ev=9.10 lumo_ev=0.75 de_lowest_kcal_mol=29.3 smiles="CCCCOc1ccc(C(=O)NCCC(=O)NCCCC(=O)OCC)cc1"
C 2.94500 6.07678 -0.65763 0.0 0.2 -0.2
C 2.42774 6.47229 -2.03650 -0.1 -0.2 0.1
C 1.97653 5.27687 -2.87451 0.2 0.0 -0.1
C 3.14383 4.39745 -3.32971 -0.1 0.4 0.3
O 2.72543 3.35299 -4.18496 -0.1 -0.3 -0.2
C 2.11156 2.25672 -3.66768 -0.1 -0.2 0.0
C 1.93191 1.98835 -2.31341 0.2 0.4 0.0
C 1.29800 0.82621 -1.91030 -0.2 -0.2 -0.2
C 0.83060 -0.09235 -2.84236 0.2 0.1 -0.1
C 0.16006 -1.36979 -2.47106 -0.2 0.1 0.1
O 0.18204 -2.35207 -3.19360 0.1 -0.2 -0.2
N -0.51649 -1.34317 -1.29974 0.0 0.2 0.3
C -1.07545 -2.52848 -0.70439 0.1 -0.2 0.1
C -0.19415 -3.05583 0.43562 -0.3 0.3 -0.3
C -0.05082 -2.03931 1.55732 0.3 -0.7 -0.1
O -0.25482 -0.84589 1.41669 -0.3 0.5 -0.1
N 0.37960 -2.57030 2.72007 0.2 -0.1 0.2
C 0.44102 -1.80640 3.94393 0.0 0.1 0.3
C -0.70090 -2.16270 4.89939 0.0 0.1 -0.3
C -2.06936 -1.89537 4.27620 0.2 -0.2 0.1
C -2.49718 -2.98520 3.31726 0.1 0.2 0.2
O -1.99604 -4.07870 3.23256 -0.1 -0.2 0.0
O -3.52648 -2.57668 2.57726 -0.2 0.3 0.0
C -4.10185 -3.51475 1.66417 -0.2 -0.5 -0.2
C -5.11609 -4.41181 2.35844 0.3 0.3 0.0
C 1.03675 0.16863 -4.19682 0.0 0.0 0.1
C 1.65842 1.32473 -4.60613 0.1 0.2 0.1
H 2.19459 5.50038 -0.12062 -0.1 -0.1 0.1
H 3.85156 5.48164 -0.73247 0.1 -0.1 0.1
H 3.17410 6.96507 -0.07364 0.1 0.0 0.1
H 1.57645 7.14489 -1.91204 0.1 0.1 -0.1
H 3.20515 7.01873 -2.57498 0.0 0.1 0.0
H 1.46113 5.63326 -3.76909 0.0 -0.1 0.0
H 1.26592 4.67550 -2.30365 -0.1 0.0 0.0
H 3.83387 4.98956 -3.93833 0.0 -0.1 0.1
H 3.69815 3.99486 -2.47479 0.0 0.0 -0.1
H 2.28690 2.67094 -1.55718 0.0 0.1 0.0
H 1.19753 0.64070 -0.85024 0.0 0.0 0.1
H -0.43426 -0.55845 -0.66938 0.0 0.0 -0.2
H -1.15539 -3.28161 -1.49235 -0.1 0.1 0.2
H -2.07244 -2.29237 -0.31898 0.0 -0.1 -0.1
H -0.61293 -3.98145 0.83377 0.0 -0.1 0.0
H 0.80345 -3.27155 0.04405 0.0 0.0 0.0
H 0.39217 -3.57414 2.81972 -0.1 0.1 -0.2
H 0.38156 -0.75334 3.65800 0.1 -0.1 0.1
H 1.40316 -1.99058 4.43207 -0.1 0.1 0.0
H -0.58896 -1.57016 5.80773 0.0 0.0 0.0
H -0.63497 -3.21988 5.16577 0.0 0.0 0.1
H -2.83606 -1.84536 5.05310 -0.1 0.0 -0.1
H -2.08009 -0.94589 3.73916 -0.1 0.0 0.0
H -3.30304 -4.11859 1.22175 -0.1 0.1 0.0
H -4.57796 -2.90497 0.89399 0.1 -0.1 0.1
H -5.88664 -3.81057 2.83479 -0.1 0.0 0.0
H -5.57885 -5.06923 1.62832 -0.1 -0.1 -0.1
H -4.62189 -5.01769 3.11415 0.0 -0.1 0.0
H 0.69375 -0.55877 -4.91674 0.0 -0.1 -0.1
H 1.81518 1.53681 -5.65198 0.0 0.0 -0.1

58
Properties=species:S:1:pos:R:3:forces:R:3 method="wB97M-V/def2-TZVPD" homo_ev=-7.59 homo_lumo_gap_ev=8.07 lumo_ev=0.47 de_lowest_kcal_mol=64.5 smiles="COc1ccc(N)c(C(=O)NCCC2(O)CN(C(=O)C3(N(C)C)CCC3)C2)c1"
C 2.14076 -5.91511 -4.00462 0.0 0.0 0.0
O 1.56150 -4.70600 -3.56247 0.0 0.0 0.0
C 2.12748 -3.54492 -4.01544 0.0 0.0 0.0
C 3.22607 -3.47367 -4.86240 0.0 0.0 0.0
C 3.70030 -2.23848 -5.27419 0.0 0.0 0.0
C 3.10989 -1.04300 -4.86727 0.0 0.0 0.0
N 3.63945 0.17418 -5.26605 0.0 0.0 0.0
C 2.01308 -1.12361 -3.98942 0.0 0.0 0.0
C 1.34635 0.12714 -3.51154 0.0 0.0 0.0
O 1.28860 1.14213 -4.19442 0.0 0.0 0.0
N 0.80799 0.06289 -2.26583 0.0 0.0 0.0
C 0.14588 1.18780 -1.63568 0.0 0.0 0.0
C 0.83821 1.58330 -0.33802 0.0 0.0 0.0
C 0.08182 2.65166 0.42270 0.0 0.0 0.0
O -0.03880 3.76845 -0.42558 0.0 0.0 0.0
C -1.22555 2.14594 1.09734 0.0 0.0 0.0
N -0.54866 2.27298 2.38720 0.0 0.0 0.0
C -0.65269 1.64064 3.57628 0.0 0.0 0.0
O 0.21901 1.74325 4.42404 0.0 0.0 0.0
C -1.89735 0.76362 3.75331 0.0 0.0 0.0
N -3.06356 1.49632 3.28150 0.0 0.0 0.0
C -3.31983 2.64353 4.14082 0.0 0.0 0.0
C -4.26983 0.70709 3.11298 0.0 0.0 0.0
C -1.56621 -0.62967 3.14404 0.0 0.0 0.0
C -1.11232 -1.08424 4.54891 0.0 0.0 0.0
C -1.89035 0.10179 5.15549 0.0 0.0 0.0
C 0.64618 2.90987 1.84518 0.0 0.0 0.0
C 1.53619 -2.36732 -3.58942 0.0 0.0 0.0
H 1.56021 -6.71437 -3.55215 0.0 0.0 0.0
H 2.09208 -6.00731 -5.09351 0.0 0.0 0.0
H 3.18266 -6.00148 -3.68269 0.0 0.0 0.0
H 3.71829 -4.36739 -5.21811 0.0 0.0 0.0
H 4.55730 -2.19760 -5.93637 0.0 0.0 0.0
H 2.97619 0.93597 -5.25106 0.0 0.0 0.0
H 4.21234 0.13642 -6.09215 0.0 0.0 0.0
H 1.01224 -0.74930 -1.70936 0.0 0.0 0.0
H 0.16580 2.01176 -2.34356 0.0 0.0 0.0
H -0.90341 0.93999 -1.44543 0.0 0.0 0.0
H 0.93884 0.71163 0.31843 0.0 0.0 0.0
H 1.84620 1.94524 -0.55565 0.0 0.0 0.0
H -0.51006 4.46866 0.03765 0.0 0.0 0.0
H -2.07378 2.82465 0.98827 0.0 0.0 0.0
H -1.54951 1.13620 0.84231 0.0 0.0 0.0
H -4.12179 3.24615 3.71352 0.0 0.0 0.0
H -3.61564 2.35139 5.15969 0.0 0.0 0.0
H -2.42773 3.26686 4.21418 0.0 0.0 0.0
H -5.06865 1.36750 2.77487 0.0 0.0 0.0
H -4.13399 -0.05564 2.34876 0.0 0.0 0.0
H -4.61139 0.21936 4.03875 0.0 0.0 0.0
H -2.46280 -1.15844 2.82753 0.0 0.0 0.0
H -0.83578 -0.65703 2.33395 0.0 0.0 0.0
H -1.40757 -2.08573 4.85524 0.0 0.0 0.0
H -0.04045 -0.96385 4.68914 0.0 0.0 0.0
H -1.40972 0.66201 5.95282 0.0 0.0 0.0
H -2.89951 -0.18781 5.45156 0.0 0.0 0.0
H 1.57682 2.40178 2.10219 0.0 0.0 0.0
H 0.73083 3.96871 2.10369 0.0 0.0 0.0
H 0.65834 -2.44487 -2.95994 0.0 0.0 0.0